59
Properties=species:S:1:pos:R:3 method="wB97M-V/def2-TZVPD" lumo_energy_ev=4.3 homo_energy_ev=-0.5 charge=-2 orbital_gap_ev=4.797 multiplicity=1 largest_force_ha_per_bohr=0.093
N 0.17526 0.11350 0.57374
H -0.61935 -0.50340 0.66387
H 0.55553 0.05646 -0.36020
H 0.93360 -0.25393 1.13054
H 0.03718 1.09591 0.76323
B -1.63308 -2.29623 0.34553
H -0.57495 -2.27766 0.13515
H -2.14930 -1.88837 -0.50970
H -1.97209 -3.30090 0.54539
H -1.79373 -1.66487 1.20565
C 2.19763 -1.70629 -4.21744
F 1.05633 -1.15188 -4.84991
F 2.58279 -2.89963 -4.75968
F 3.23825 -0.90870 -4.41888
S 1.79062 -1.79035 -2.26084
O 1.33740 -0.48027 -1.74050
O 0.72102 -2.78959 -2.18285
O 3.07592 -2.25967 -1.68233
C 2.96089 -1.82929 2.43971
O 1.58512 -1.76077 2.15245
H 3.07181 -2.32686 3.40314
H 3.52844 -2.27855 1.62475
H 3.41321 -0.89698 2.77781
C -2.47570 -0.90842 -5.16144
C -1.71846 -1.10238 -3.84462
C -1.33970 0.20505 -3.11102
O -2.60816 -1.83997 -3.01268
H -2.78775 -1.84805 -5.61732
H -1.74391 -0.45243 -5.82826
H -3.38502 -0.30739 -5.16031
H -0.89822 -1.79736 -4.02437
H -0.39521 0.62795 -3.45338
H -1.15361 -0.01779 -2.06040
H -2.13334 0.95020 -3.16560
H -3.38124 -1.29673 -2.84288
C 2.61450 3.10168 0.31967
C 1.23749 3.84222 0.57774
C 0.77325 4.62436 -0.70846
O 0.20015 2.97929 1.03984
H 3.28672 3.81207 -0.16155
H 2.53771 2.31470 -0.43057
H 2.98006 2.71325 1.27024
H 1.42054 4.45740 1.45873
H 1.57603 5.11306 -1.26057
H -0.00233 5.30959 -0.36637
H 0.50858 3.85384 -1.43257
H -0.67182 3.37157 1.12575
C -1.01128 -1.41397 4.84038
C -1.46722 -0.22875 4.07839
C -2.10741 0.77703 4.93105
O -0.24953 0.31173 3.62797
H -1.60698 -1.78412 5.67479
H -0.08937 -1.24279 5.39614
H -0.83750 -2.29904 4.22836
H -2.19597 -0.48394 3.30905
H -1.51673 0.83192 5.84549
H -3.09414 0.38591 5.17902
H -2.23598 1.76321 4.48495
H 0.45307 -0.32461 3.47619